Density functional theory data (ωB97M-V with the def2-TZVPD basis set) for the molecule C19H17N7 at a distorted geometry.

XYZ file:
```
43
Properties=species:S:1:pos:R:3:mulliken_charge:R:1
C 4.04248 -1.99489 -2.73851 -1.661
C 2.70370 -1.79559 -3.24788 0.889
N 2.08206 -2.69165 -3.99947 -0.707
C 0.70861 -2.48575 -4.31099 -0.573
C -0.10786 -1.57979 -3.74663 0.953
C -1.55559 -1.43446 -4.17084 -1.287
N 0.56032 -0.61819 -3.02199 0.915
N -0.05268 0.47292 -2.57154 -1.233
C 0.90345 1.03880 -1.89670 0.752
C 0.78222 2.32268 -1.30914 -1.277
C -0.53486 2.78186 -0.59866 -1.158
C -0.60998 2.30828 0.83582 0.478
N -1.62922 1.43506 1.30237 -0.678
C -1.29080 1.14161 2.50670 0.489
C -1.68111 0.14214 3.40111 0.511
C -2.83640 -0.56919 3.11677 -0.508
C -3.40933 -1.31209 4.18661 -0.579
C -2.63605 -1.41858 5.40954 -0.257
N -1.46300 -0.74809 5.61096 -0.631
C -1.03201 0.06754 4.64379 0.518
C 0.09910 0.85724 5.10740 -0.847
C 0.55359 1.77230 4.07528 -0.015
N -0.18158 1.89440 2.94061 0.780
N 0.17549 2.61969 1.84780 -1.273
C 2.14800 0.41878 -2.04368 -1.048
C 1.93968 -0.67656 -2.77836 0.551
H 4.28321 -2.98942 -2.79596 0.495
H 4.11828 -1.75240 -1.63850 0.345
H 4.66742 -1.45400 -3.25727 0.404
H 0.23252 -3.10301 -5.07425 0.293
H -1.80329 -0.45832 -4.45001 0.363
H -2.11770 -1.80202 -3.31613 0.277
H -1.85486 -2.01183 -5.08606 0.352
H 1.16234 3.00613 -2.08215 0.488
H 1.54077 2.54391 -0.65205 0.570
H -1.34720 2.60256 -1.21406 0.474
H -0.70181 3.84021 -0.50972 0.461
H -3.50483 -0.56048 2.23561 0.406
H -4.28192 -1.91147 4.12895 0.419
H -3.01188 -2.01263 6.22837 0.386
H 0.59037 0.86161 5.99031 0.521
H 1.39518 2.43200 4.31823 0.368
H 2.95518 0.82068 -1.37569 0.276
```

Computed properties:
Multiplicity ... 1
SMILES string ... Cc1ncc(C)n2nc(CCc3nc4c5cccnc5ccn4n3)cc12

=====

Density functional theory data (ωB97M-V with the def2-TZVPD basis set) for the molecule C19H17NO2 at a distorted geometry.

XYZ file:
```
39
Properties=species:S:1:pos:R:3:mulliken_charge:R:1
C -5.67178 -1.06219 -0.19323 -1.426
C -4.33570 -0.39595 -0.06056 1.008
C -3.78973 -0.20675 1.21775 -0.754
C -2.57142 0.40138 1.41222 -0.517
C -1.86717 0.83888 0.29225 0.596
C -0.60763 1.49140 0.07015 0.368
C 0.36619 1.92728 1.11699 -0.276
C 1.74295 2.15979 0.53170 0.324
O 2.19858 3.28203 0.40825 -0.668
N 2.48222 1.08883 0.13093 0.088
C 3.80635 1.39964 -0.42171 -0.902
C 4.49738 0.05753 -0.66764 -0.620
C 3.43661 -0.94047 -0.31476 0.876
C 3.50661 -2.31246 -0.39833 -0.727
C 2.40466 -3.06732 -0.02010 -0.457
C 1.26129 -2.43350 0.42851 -0.950
C 1.18250 -1.05000 0.51737 -0.090
C 2.28275 -0.29253 0.14533 0.033
C -0.50858 1.63469 -1.27466 -0.783
O -1.58210 1.13301 -1.93485 -0.450
C -2.41648 0.64479 -0.98875 -0.218
C -3.64518 0.03181 -1.18016 -1.033
H -5.64469 -2.05865 0.24591 0.331
H -5.96153 -1.14960 -1.23677 0.345
H -6.43411 -0.48874 0.33275 0.328
H -4.35360 -0.55225 2.07222 0.417
H -2.17121 0.54032 2.40553 0.480
H 0.04019 2.88357 1.53809 0.391
H 0.41272 1.19940 1.92958 0.471
H 3.67527 1.97884 -1.34018 0.335
H 4.34206 2.03336 0.28921 0.351
H 4.81726 -0.05284 -1.70459 0.347
H 5.37682 -0.06892 -0.03321 0.310
H 4.40710 -2.78959 -0.75537 0.428
H 2.44036 -4.14414 -0.08055 0.387
H 0.40106 -3.01934 0.71625 0.434
H 0.26151 -0.61461 0.85657 0.300
H 0.26118 2.07492 -1.87818 0.552
H -4.04268 -0.10162 -2.17394 0.367
```

Computed properties:
Multiplicity ... 1
SMILES string ... Cc1ccc2c(CC(=O)N3CCc4ccccc43)coc2c1

=====

Density functional theory data (ωB97M-V with the def2-TZVPD basis set) for a structure of composition C19H18AuN3O2 at a distorted geometry.

XYZ file:
```
43
Properties=species:S:1:pos:R:3:mulliken_charge:R:1
Au 0.58358 0.89800 -0.00044 0.514
O -2.14988 -6.72611 0.00066 -0.491
C -1.04124 -5.95836 -0.01056 0.566
O 0.03606 -6.47923 -0.02135 -0.539
C -1.21846 -4.47147 -0.00930 0.906
C -2.45278 -3.82424 -0.00333 -1.170
C -2.53844 -2.44661 -0.00177 -1.109
C -1.37981 -1.66294 -0.00638 1.121
C -0.14734 -2.31870 -0.01210 0.726
C -0.06343 -3.69418 -0.01374 -0.845
N -1.38304 -0.25302 -0.00567 -0.225
C -2.47210 0.40994 -0.00697 0.345
C -2.47945 1.86329 -0.00585 0.184
C -3.67957 2.57019 -0.00632 -0.615
C -3.64210 3.95294 -0.00569 -0.305
C -2.41057 4.58836 -0.00466 -0.847
C -1.26285 3.80423 -0.00402 -0.023
N -1.29721 2.48229 -0.00458 -0.186
H -2.95522 -6.20364 0.01160 0.275
H -3.38214 -4.38153 -0.00047 0.163
H -3.51953 -1.99097 0.00410 0.173
H 0.73967 -1.70104 -0.01523 -0.437
H 0.89936 -4.18667 -0.01794 0.508
H -3.44445 -0.07913 -0.00953 0.233
H -4.62180 2.03647 -0.00700 0.341
H -4.55721 4.52973 -0.00600 0.433
H -2.33392 5.66619 -0.00440 0.387
H -0.27730 4.25517 -0.00292 0.310
C 3.39016 -1.28077 -0.00529 -1.259
C 3.62467 0.19455 0.00573 0.643
C 4.84822 0.83568 0.01519 -0.674
C 4.59175 2.22375 0.02290 -0.763
C 3.22004 2.37213 0.01761 0.664
C 2.40802 3.62661 0.02037 -1.186
N 2.63071 1.13576 0.00684 -0.183
H 4.35273 -1.78999 -0.00914 0.331
H 2.83899 -1.59869 -0.89636 0.278
H 2.83980 -1.61163 0.88173 0.271
H 5.81027 0.34542 0.01638 0.391
H 5.31536 3.02472 0.03115 0.395
H 3.05076 4.50557 0.03062 0.254
H 1.75857 3.66314 0.90290 0.224
H 1.77112 3.67477 -0.87074 0.223
```

Computed properties:
Multiplicity ... 1

=====

Density functional theory data (ωB97M-V with the def2-TZVPD basis set) for a structure of composition C19H18Br2N2S4SbV.

XYZ file:
```
47
Properties=species:S:1:pos:R:3:mulliken_charge:R:1
V -1.12670 -0.29428 -0.28012 0.738
C 1.97617 2.70221 1.44567 -1.692
C 2.14197 1.21321 1.30028 0.618
C 1.70724 0.34440 2.29737 -0.541
C 1.91680 -1.02700 2.20366 1.017
C 1.37040 -1.96980 3.23943 -1.542
C 2.58806 -1.52018 1.09155 -0.847
C 2.99680 -0.68555 0.06040 1.139
C 3.62785 -1.25871 -1.17937 -1.551
C 2.76821 0.68139 0.17950 -0.657
H 2.88516 3.17088 1.83117 0.491
H 1.16518 2.94851 2.13071 0.298
H 1.75565 3.16621 0.48302 0.280
H 1.19867 0.74805 3.16823 0.309
H 2.12334 -2.68792 3.56855 0.402
H 0.53460 -2.53669 2.82108 0.276
H 1.00951 -1.43248 4.11764 0.360
H 2.73428 -2.59144 0.99618 0.361
H 4.54610 -1.80464 -0.95292 0.365
H 3.87117 -0.47637 -1.89917 0.355
H 2.93970 -1.95694 -1.66180 0.285
H 3.08036 1.34368 -0.62292 0.294
S -3.11437 -4.71808 0.03709 -0.653
Sb -2.48602 -2.84319 -1.01806 0.771
S -0.13652 -2.32630 -0.44724 -0.505
S -3.24353 -0.85813 0.20047 -0.612
S -2.80853 -2.51472 -3.22634 -0.619
Br -0.18560 3.79007 -5.43948 -0.213
C -0.42511 2.59622 -3.99512 0.081
C -0.40880 1.21129 -4.24364 -0.962
C -0.58997 0.37581 -3.18013 -0.394
N -0.77135 0.83055 -1.91122 0.425
C -0.78114 2.18279 -1.68055 1.071
C -0.61108 3.09299 -2.74428 -0.902
C -1.00231 2.56477 -0.32247 0.216
C -1.22982 3.88762 0.12630 -0.683
C -1.55569 4.09600 1.42349 -0.171
Br -1.87936 5.84784 2.03864 -0.211
C -1.66605 3.01464 2.34018 -0.875
C -1.39842 1.77070 1.86687 -0.655
N -1.06933 1.51855 0.56892 0.420
H -0.27776 0.80622 -5.23502 0.425
H -0.63150 -0.70009 -3.29419 0.442
H -0.61901 4.15785 -2.56614 0.448
H -1.16655 4.71370 -0.56717 0.466
H -1.94313 3.16563 3.37189 0.431
H -1.45840 0.90354 2.51114 0.502
```

Computed properties:
Multiplicity ... 4
Net charge ... -1

=====

Density functional theory data (ωB97M-V with the def2-TZVPD basis set) for a structure of composition C19H18Br2N2S4SbV.

XYZ file:
```
47
Properties=species:S:1:pos:R:3:mulliken_charge:R:1
V 0.35593 1.75537 0.69809 0.739
C -0.86709 -3.15064 -0.57566 -1.809
C 0.21563 -2.32603 0.06500 0.743
C 0.32225 -2.24024 1.44740 -0.367
C 1.27436 -1.42901 2.05706 0.759
C 1.34280 -1.31855 3.55490 -1.276
C 2.16825 -0.72027 1.25300 -0.944
C 2.11909 -0.83312 -0.14026 0.538
C 3.16610 -0.18928 -1.00789 -1.567
C 1.11901 -1.61449 -0.71512 -0.088
H -0.47380 -4.09370 -0.96326 0.442
H -1.32174 -2.61446 -1.41068 0.344
H -1.65652 -3.38376 0.13971 0.332
H -0.38555 -2.78258 2.06743 0.363
H 1.80496 -2.21057 3.98592 0.362
H 0.34270 -1.22864 3.98587 0.305
H 1.92960 -0.45141 3.85878 0.066
H 2.90797 -0.08017 1.72422 0.557
H 4.03199 -0.85107 -1.09328 0.425
H 3.50201 0.75474 -0.58333 0.227
H 2.78288 -0.01075 -2.01456 0.342
H 1.04979 -1.66697 -1.79798 0.326
S 2.45933 2.80316 0.70386 -0.664
Sb 2.30096 3.36173 3.09178 0.348
S -0.94174 3.41669 1.66229 -0.387
S -0.01712 2.20729 3.10712 -0.360
S 3.52145 1.78491 4.18615 -0.700
Br -1.44496 2.30259 -5.76577 -0.220
C -0.87422 2.10290 -3.96815 0.011
C 0.33474 2.70380 -3.56962 -1.048
C 0.70011 2.55138 -2.25571 -0.261
N -0.01342 1.85348 -1.36148 0.619
C -1.18235 1.25369 -1.75124 0.891
C -1.63389 1.39357 -3.08745 -1.111
C -1.87101 0.51425 -0.75297 0.455
C -3.09897 -0.15178 -0.98741 -0.784
C -3.69818 -0.81264 0.04050 -0.296
Br -5.32618 -1.74181 -0.24004 -0.213
C -3.12142 -0.81943 1.32761 -1.079
C -1.93091 -0.16198 1.47973 -0.289
N -1.28628 0.47213 0.48879 0.777
H 0.94263 3.27105 -4.25637 0.426
H 1.60261 3.00387 -1.86122 0.347
H -2.56306 0.94715 -3.40579 0.463
H -3.55497 -0.13767 -1.96521 0.446
H -3.59364 -1.31558 2.16113 0.464
H -1.44015 -0.11715 2.44410 0.347
```

Computed properties:
Multiplicity ... 4
Net charge ... -1

=====

Energy values, unit hartree, following the record order: -1117.412333, -939.482003, -1185.251831, -8769.578483, -8769.610933.